The following is a DFT calculation (ωB97M-V/def2-TZVPD) of 2 unconnected molecules or ions with the total composition C3H4INO2S at a distorted geometry.

```
12
Properties=species:S:1:pos:R:3:forces:R:3
H -1.6833 -1.6441 0.8118 1.81 3.65 -1.04
I -2.5047 0.8960 1.8823 0.59 -0.03 -0.86
H 2.5905 0.1322 -0.4291 -0.89 -0.47 -0.32
H 1.9748 -1.2118 0.5257 -0.31 -0.21 0.51
N -1.9531 -0.1767 -2.0767 -0.22 -0.03 0.02
C -1.2323 -0.0026 0.3490 -1.32 -3.54 2.77
C -1.7125 -0.0800 -0.9557 -0.58 0.07 -1.49
S 0.4637 0.7380 0.3111 0.93 -0.89 0.10
O 0.3952 1.6545 -0.7833 -0.21 0.35 0.03
O 0.7514 1.1536 1.6418 0.10 0.18 0.46
H 1.2196 -0.9616 -1.0504 0.05 -0.49 -1.24
C 1.6906 -0.4977 -0.2265 0.03 1.42 1.08
```
Positions in Å, forces in eV/Å.

Summary:
HOMO level (spin up / spin down), eV: -10.05 / -10.05
Total charge: 0
Kohn-Sham gap (spin up / spin down), eV: 8.54 / 8.55

***

The following is a DFT calculation (ωB97M-V/def2-TZVPD) of 2 unconnected molecules or ions with the total composition C4H12NO2 at a distorted geometry.

```
19
Properties=species:S:1:pos:R:3:forces:R:3
H 2.0619 -0.0670 0.4916 -0.39 -0.55 0.64
H 0.0992 1.8126 1.0041 0.32 0.04 -0.15
H -0.7009 0.7216 -1.7550 0.17 -0.12 -0.12
H -2.4451 0.5163 -0.1114 0.32 -0.27 -0.13
H -2.1430 2.1761 0.4570 -0.09 -0.11 0.00
H 0.4555 -0.9972 -1.2300 0.28 0.04 -0.34
O -1.3550 -1.6604 -0.5641 -0.15 0.21 0.14
H -0.1357 -0.5769 1.5867 -0.14 0.06 0.11
C -1.8457 1.1192 0.5625 -0.13 0.77 0.72
H 0.5404 -2.2283 0.0315 -0.11 0.06 0.06
H -2.1024 0.8324 1.5897 0.02 -0.07 -0.07
O 2.9789 -0.4320 0.4818 0.47 0.37 -0.54
C -0.1222 1.4121 -1.1472 0.58 0.09 0.92
H -0.4981 2.4221 -1.3258 0.00 0.04 0.08
H 3.0260 -0.7359 -0.4315 0.19 -0.15 0.08
C -0.3202 1.0469 0.3433 -1.46 -0.75 -0.36
C -0.0933 -1.3832 -0.3502 0.37 -0.02 0.60
H 0.9448 1.4014 -1.3880 -0.10 -0.12 -0.30
N 0.2564 -0.2691 0.7060 -0.15 0.50 -1.33
```
Positions in Å, forces in eV/Å.

Summary:
HOMO level, eV: -2.85
Total charge: -1
Kohn-Sham gap, eV: 6.94

***

The following is a DFT calculation (ωB97M-V/def2-TZVPD) of a single C4H7NO2 molecule.

```
14
Properties=species:S:1:pos:R:3:forces:R:3
H 2.2981 -0.4641 0.3269 -0.10 0.08 0.01
C -0.4429 -0.3954 -1.0581 -0.03 -0.17 0.14
H -0.5119 -1.4022 -1.4744 0.03 0.19 0.06
H -1.6546 1.4320 -0.8453 0.09 -0.10 -0.13
H -0.6233 -1.0578 3.0773 0.15 0.06 -0.08
C 1.5287 0.3023 0.4786 -0.02 0.01 0.05
H -2.1428 0.3620 -2.2659 0.12 0.01 0.10
H 1.6788 1.0864 -0.2672 -0.02 -0.12 0.10
N -0.5635 -0.7779 1.2458 0.18 0.18 -0.60
O -0.0467 0.6050 -1.9817 0.13 0.09 -0.11
O 0.0567 -0.7131 2.4850 -0.04 -0.07 0.37
C -1.3911 0.6191 -1.5215 -0.29 0.04 0.05
C 0.1643 -0.2986 0.3141 -0.21 -0.15 0.21
H 1.6502 0.7024 1.4864 -0.01 -0.03 -0.16
```
Positions in Å, forces in eV/Å.

Summary:
SMILES: C/C(=N\O)[C@H]1CO1
HOMO level, eV: -9.62
Total charge: 0
Kohn-Sham gap, eV: 10.59

***

The following is a DFT calculation (ωB97M-V/def2-TZVPD) of 2 unconnected molecules or ions with the total composition C2H2N2O2S at a distorted geometry.

```
9
Properties=species:S:1:pos:R:3:forces:R:3
H 0.5278 0.5115 -0.6576 -0.66 -0.04 0.15
C -2.9857 -2.5299 0.6116 -1.97 1.22 -3.03
O -2.1897 -1.4200 -1.6676 -0.83 0.05 -0.17
C -0.4995 0.5820 -0.2053 -0.84 1.11 -0.86
O -0.7656 0.1659 0.8800 0.26 -0.54 0.62
N -1.8894 -2.5878 1.2979 1.75 -0.59 2.25
H -1.3330 1.1374 -0.7643 1.19 -0.55 0.07
N -1.1169 -2.7653 2.1243 -1.62 0.61 -2.39
S -3.3822 -1.8924 -0.9317 2.71 -1.27 3.36
```
Positions in Å, forces in eV/Å.

Summary:
HOMO level (spin up / spin down), eV: -9.70 / -9.65
Total charge: 0
Kohn-Sham gap (spin up / spin down), eV: 7.66 / 7.64

***

Energy relative to the best compared isomer or geometry (same formula, charge and spin) / kcal per mole: 34.2 13.0 82.9 104.4